## w
The following is a quantum chemistry calculation of a single C4H6N2 molecule, from the OMol25 dataset.

Geometry as XYZ:
```
12
C4H6N2 (ωB97M-V/def2-TZVPD)
N 2.442 -0.826 -1.103
C 1.467 -0.346 -0.692
C 0.262 0.117 0.009
N 0.433 1.124 1.039
C -1.073 0.114 -0.704
C -0.742 -0.985 0.251
H 1.253 0.922 1.605
H 0.526 2.061 0.658
H -1.093 -0.105 -1.769
H -1.775 0.868 -0.360
H -1.177 -0.985 1.243
H -0.523 -1.960 -0.179
```

SMILES string = N#CC1(N)CC1
gap between HOMO and LUMO = 11.10 eV
highest occupied orbital energy = -10.1648 eV
LUMO = 0.93 eV

***

## x
The following is a quantum chemistry calculation of a single C4H6N2 molecule, from the OMol25 dataset.

Geometry as XYZ:
```
12
C4H6N2 (ωB97M-V/def2-TZVPD)
N -2.044 0.207 -0.319
C -0.651 0.082 -0.136
C 0.072 -1.151 -0.121
C 1.400 -0.839 0.022
N 1.523 0.522 0.059
C 0.266 1.094 -0.009
H -2.397 1.088 0.037
H -2.535 -0.542 0.152
H -0.353 -2.144 -0.213
H 2.272 -1.474 0.098
H 2.315 0.991 0.468
H 0.132 2.165 -0.038
```

SMILES string = Nc1cc[nH]c1
gap between HOMO and LUMO = 8.72 eV
highest occupied orbital energy = -7.5940 eV
LUMO = 1.13 eV

***

## y
The following is a quantum chemistry calculation of a molecular structure, C4H6N2, from the OMol25 dataset.

Geometry as XYZ:
```
12
C4H6N2 (ωB97M-V/def2-TZVPD)
N -2.182 -0.084 0.147
C -0.951 0.232 0.528
C 0.927 0.880 -0.705
N 1.806 0.402 0.237
C 1.185 -0.750 0.499
C 0.061 -0.356 -0.403
H -2.975 0.270 0.663
H -2.417 -0.665 -0.660
H 0.606 1.920 -0.678
H 2.593 0.852 0.693
H 1.602 -1.668 0.888
H -0.256 -1.034 -1.209
```

gap between HOMO and LUMO = 8.24 eV
highest occupied orbital energy = -7.0077 eV
LUMO = 1.23 eV

***

## z
The following is a quantum chemistry calculation of a single C4H6N2 molecule, from the OMol25 dataset.

Geometry as XYZ:
```
12
C4H6N2 (ωB97M-V/def2-TZVPD)
C -0.963 0.987 -0.137
C -0.571 -0.341 0.335
N 0.000 -1.329 -0.446
C 1.172 -0.977 0.307
C 1.692 0.319 0.117
N 1.754 1.459 -0.124
H -0.622 1.400 -1.091
H -1.853 0.224 -0.346
H -1.234 1.754 0.608
H -1.051 -0.608 1.268
H 0.034 -1.167 -1.442
H 1.642 -1.722 0.952
```

SMILES string = C[C@H]1N[C@H]1C#N
gap between HOMO and LUMO = 9.51 eV
highest occupied orbital energy = -8.5587 eV
LUMO = 0.95 eV

***

Bottom line: x, by a margin of 0.895 eV.